Below is a cluster of 23 separate species, C46H138O23 in total in a non-equilibrium geometry, with properties calculated with ωB97M-V with the def2-TZVPD basis set.

Positions of all 207 atoms, in Å:
C: -0.715 -1.157 -4.874
C: -0.764 -0.472 -6.210
O: -0.070 0.789 -6.343
H: -1.152 -0.599 -4.045
H: 0.350 -1.264 -4.672
H: -1.213 -2.122 -4.967
H: -1.828 -0.380 -6.429
H: -0.333 -1.117 -6.976
H: -0.325 1.129 -7.204
C: 2.719 0.174 4.438
C: 4.237 0.254 4.371
O: 4.757 -0.937 3.857
H: 2.373 -0.004 3.419
H: 2.243 1.035 4.906
H: 2.491 -0.661 5.099
H: 4.684 0.440 5.348
H: 4.521 1.123 3.776
H: 5.705 -0.832 3.749
C: 1.448 -4.719 3.108
C: 1.839 -3.218 3.201
O: 2.943 -3.182 4.030
H: 2.245 -5.372 2.752
H: 0.685 -4.801 2.335
H: 1.148 -5.119 4.077
H: 1.080 -2.583 3.658
H: 2.095 -2.743 2.253
H: 3.448 -2.374 3.913
C: 2.826 -5.097 -5.994
C: 2.020 -4.367 -4.928
O: 2.834 -3.837 -3.900
H: 3.477 -5.786 -5.456
H: 3.447 -4.450 -6.614
H: 2.261 -5.702 -6.703
H: 1.276 -5.038 -4.497
H: 1.370 -3.568 -5.284
H: 2.243 -3.726 -3.152
C: 3.085 6.440 -1.718
C: 3.789 5.718 -2.937
O: 4.360 4.485 -2.543
H: 3.804 6.751 -0.961
H: 2.419 5.760 -1.187
H: 2.560 7.333 -2.058
H: 4.547 6.342 -3.412
H: 3.138 5.458 -3.771
H: 5.242 4.362 -2.901
C: -5.534 2.110 -4.336
C: -4.624 0.894 -4.341
O: -5.433 -0.240 -4.526
H: -6.421 1.886 -3.745
H: -5.844 2.381 -5.345
H: -5.094 2.969 -3.830
H: -4.118 0.748 -3.387
H: -3.854 1.067 -5.093
H: -4.940 -1.051 -4.385
C: 2.711 4.506 3.951
C: 1.914 4.346 5.201
O: 0.546 4.590 4.985
H: 3.714 4.132 4.155
H: 2.916 5.568 3.822
H: 2.358 3.975 3.067
H: 2.242 4.994 6.014
H: 2.039 3.333 5.584
H: 0.583 5.362 4.415
C: -5.446 1.049 2.254
C: -4.643 0.062 1.387
O: -3.356 -0.127 1.921
H: -4.973 2.026 2.359
H: -5.583 0.603 3.239
H: -6.443 1.241 1.859
H: -4.519 0.582 0.437
H: -5.044 -0.948 1.300
H: -2.864 0.696 1.873
C: -0.218 1.534 3.448
C: -1.557 2.365 3.420
O: -1.892 2.487 1.984
H: -0.341 0.537 3.026
H: 0.075 1.528 4.498
H: 0.570 2.074 2.925
H: -1.410 3.378 3.794
H: -2.435 1.927 3.894
H: -1.171 3.006 1.621
C: -3.898 4.971 2.655
C: -3.313 6.265 3.310
O: -3.806 6.445 4.597
H: -3.909 4.107 3.319
H: -3.360 4.699 1.747
H: -4.948 5.121 2.405
H: -3.568 7.103 2.661
H: -2.230 6.161 3.373
H: -3.319 5.811 5.127
C: -2.886 -4.807 2.900
C: -2.520 -3.415 2.612
O: -3.362 -2.892 1.559
H: -2.137 -5.302 3.520
H: -2.971 -5.391 1.984
H: -3.853 -4.829 3.401
H: -1.462 -3.341 2.358
H: -2.667 -2.776 3.483
H: -3.535 -1.961 1.715
C: -2.390 3.591 -2.491
C: -3.462 3.509 -1.395
O: -4.444 4.472 -1.543
H: -2.865 3.564 -3.472
H: -1.659 2.795 -2.356
H: -1.838 4.526 -2.395
H: -2.873 3.691 -0.496
H: -3.835 2.488 -1.331
H: -4.089 5.279 -1.163
C: -0.642 -4.492 -0.382
C: -0.411 -3.611 -1.642
O: 0.906 -3.241 -1.799
H: -1.685 -4.775 -0.244
H: -0.355 -3.939 0.513
H: -0.122 -5.447 -0.460
H: -0.957 -2.681 -1.486
H: -0.704 -4.058 -2.592
H: 1.105 -2.652 -1.067
C: -2.674 -0.825 5.387
C: -2.343 -0.139 6.705
O: -2.643 -0.918 7.817
H: -3.710 -1.165 5.355
H: -2.006 -1.664 5.195
H: -2.469 -0.132 4.572
H: -2.837 0.828 6.796
H: -1.291 0.143 6.662
H: -2.239 -0.442 8.546
C: 2.285 2.478 -3.644
C: 0.787 2.839 -3.416
O: 0.049 2.823 -4.583
H: 2.654 3.272 -4.293
H: 2.325 1.542 -4.201
H: 2.907 2.491 -2.749
H: 0.718 3.850 -3.015
H: 0.403 2.227 -2.600
H: 0.111 1.976 -5.031
C: 4.152 -6.569 0.326
C: 2.808 -6.374 -0.296
O: 2.808 -7.167 -1.470
H: 4.968 -6.360 -0.366
H: 4.126 -7.612 0.644
H: 4.334 -5.995 1.234
H: 2.560 -5.337 -0.521
H: 2.088 -6.781 0.414
H: 3.501 -6.780 -2.011
C: -3.636 -1.904 -2.100
C: -3.865 -3.054 -3.055
O: -4.028 -2.533 -4.328
H: -3.417 -2.273 -1.098
H: -4.440 -1.169 -2.124
H: -2.713 -1.384 -2.359
H: -4.737 -3.671 -2.837
H: -2.931 -3.615 -3.035
H: -4.044 -3.339 -4.849
C: 5.127 2.667 0.373
C: 3.716 2.279 0.083
O: 2.962 3.356 -0.443
H: 5.747 1.785 0.534
H: 5.180 3.253 1.290
H: 5.605 3.152 -0.478
H: 3.225 1.921 0.987
H: 3.795 1.497 -0.672
H: 3.433 3.728 -1.192
C: -6.825 -5.260 -0.801
C: -5.941 -4.491 0.264
O: -4.610 -4.670 -0.130
H: -6.913 -4.674 -1.716
H: -7.797 -5.454 -0.348
H: -6.323 -6.206 -1.008
H: -6.069 -5.008 1.215
H: -6.234 -3.443 0.329
H: -4.048 -4.040 0.326
C: -0.280 5.795 0.129
C: 0.486 4.942 1.142
O: 0.428 3.572 0.673
H: -1.340 5.568 0.017
H: 0.102 5.594 -0.872
H: -0.169 6.871 0.263
H: -0.047 5.068 2.084
H: 1.525 5.262 1.219
H: 1.200 3.395 0.131
C: 5.367 0.137 -2.874
C: 4.294 -0.864 -3.175
O: 4.830 -1.806 -4.077
H: 5.577 0.744 -3.755
H: 6.294 -0.389 -2.643
H: 5.161 0.744 -1.992
H: 3.449 -0.331 -3.612
H: 3.952 -1.460 -2.329
H: 4.221 -2.544 -4.161
C: -0.459 0.026 -0.381
C: 1.083 0.069 -0.315
O: 1.672 -1.206 -0.176
H: -0.789 -0.435 -1.312
H: -0.834 1.041 -0.255
H: -0.813 -0.635 0.410
H: 1.410 0.628 0.561
H: 1.560 0.659 -1.096
H: 2.413 -1.141 0.432
C: 5.045 -3.135 0.928
C: 5.227 -1.613 0.714
O: 4.041 -1.004 1.211
H: 4.091 -3.425 0.488
H: 5.136 -3.392 1.983
H: 5.789 -3.724 0.391
H: 5.410 -1.489 -0.353
H: 6.081 -1.174 1.230
H: 4.141 -0.951 2.164

Results
ΔE to the lowest compared entry with this formula, charge and spin ... 0.776 eV
E_tot ... -97027.0448 eV
Highest occupied orbital energy ... -9.32 eV